Below is C9H19CsNO as an isolated structure, with properties calculated with ωB97M-V/def2-TZVPD.

CARTESIAN COORDINATES (ANGSTROEM)
1 Cs 12.17652 37.60812 -28.42472
2 C 14.29862 40.63015 -30.59429
3 C 13.15599 39.70154 -30.08492
4 C 12.13041 39.68226 -31.25504
5 C 12.60780 38.84019 -32.46530
6 C 12.94559 37.38974 -31.96219
7 C 14.03467 37.41821 -30.92033
8 N 13.61419 38.31835 -29.84985
9 O 14.51387 38.37907 -28.78934
10 C 14.12293 36.08767 -30.21181
11 C 15.42755 37.67646 -31.49184
12 C 12.51479 40.45349 -28.92718
13 H 14.66791 40.16292 -31.50721
14 H 15.22494 40.52205 -30.03007
15 H 13.96137 41.65199 -30.76806
16 H 11.09312 39.43282 -31.03162
17 H 11.95520 40.66482 -31.69320
18 H 13.40464 39.30693 -33.04434
19 H 11.78391 38.76313 -33.17479
20 H 13.19891 36.70989 -32.77566
21 H 12.03551 36.96046 -31.54319
22 H 14.16827 35.31833 -30.98262
23 H 15.02357 35.89436 -29.62906
24 H 13.23317 35.97914 -29.59163
25 H 15.75713 36.82631 -32.08912
26 H 15.48310 38.45794 -32.24966
27 H 16.26524 37.91310 -30.83580
28 H 11.49173 40.14713 -28.70904
29 H 12.37462 41.51244 -29.14420
30 H 13.11632 40.36952 -28.02208
31 H 15.21145 38.96907 -29.08405

Results
molecular weight	290.16	g mol⁻¹
Kohn-Sham gap	0.362	Eh
HOMO level	-12.56	eV
2S+1	1
charge	+1
energy relative to the best compared isomer or geometry (same formula, charge and spin)	385.1	kJ/mol

Atom charges from the Mulliken analysis, given in e for atoms 1 to 4: 0.9713, -1.5220, 1.8084, -0.8481

***

Below is a 2-piece molecular cluster, C6H13N overall, with properties calculated with ωB97M-V/def2-TZVPD.

CARTESIAN COORDINATES (ANGSTROEM)
1 C 0.06984 1.81168 -1.64923
2 C 0.43395 0.73091 1.96062
3 C 1.36200 -0.99451 -0.21597
4 C -1.09787 -1.20475 -0.99568
5 C -0.60947 -0.08728 1.11847
6 C -0.05362 -0.49930 -0.20608
7 N -1.07991 2.17714 -1.65115
8 H 0.80354 1.88002 -2.40799
9 H 1.13838 0.01322 2.36027
10 H 0.76742 1.48337 1.25386
11 H 0.20382 1.06558 2.96600
12 H 1.38877 -1.85991 0.55909
13 H 2.14694 -0.28087 0.02456
14 H 1.49805 -1.49706 -1.22073
15 H -0.73874 -2.15586 -1.51328
16 H -1.94757 -1.53445 -0.36937
17 H -1.60193 -0.63000 -1.94705
18 H -0.79986 -1.08300 1.54002
19 H -1.64669 0.30287 0.86287
20 H -1.52508 2.59104 -2.44963

Results
molecular weight	99.18	g mol⁻¹
Kohn-Sham gap (spin up / spin down)	0.278 / 0.308	Eh
HOMO level (spin up / spin down)	-7.02 / -7.67	eV
2S+1	1
charge	0
energy relative to the best compared isomer or geometry (same formula, charge and spin)	488.2	kJ/mol

Atom charges from the Mulliken analysis, given in e for atoms 1 to 4: -0.1879, -1.2683, -1.4630, -1.1988

***

Below is a 2-piece molecular cluster, C4H12 overall, with properties calculated with ωB97M-V/def2-TZVPD.

CARTESIAN COORDINATES (ANGSTROEM)
1 C 0.79516 1.49780 -0.28211
2 C 0.80523 3.00846 -0.56682
3 H -0.14764 1.17626 0.15953
4 H 0.93578 0.94799 -1.21092
5 H 1.65161 1.25469 0.35104
6 H 1.39824 3.21185 -1.47510
7 H 1.33674 3.51926 0.22950
8 H -0.17341 3.37644 -0.85352
9 C -0.07561 -2.05930 0.26301
10 C -1.49386 -2.50414 0.62446
11 H 0.10894 -1.30554 1.03423
12 H 0.64681 -2.86728 0.28435
13 H -0.00669 -1.50359 -0.65961
14 H -1.97152 -3.21011 -0.06565
15 H -2.18735 -1.65568 0.53728
16 H -1.62243 -2.88710 1.63035

Results
molecular weight	60.14	g mol⁻¹
Kohn-Sham gap	0.468	Eh
HOMO level	-11.61	eV
SMILES	CC.CC
2S+1	1
charge	0
energy relative to the best compared isomer or geometry (same formula, charge and spin)	32.3	kJ/mol

Atom charges from the Mulliken analysis, given in e for atoms 1 to 4: -0.6836, -0.9470, 0.2240, 0.2704

***

Below is C36H39CoN2OPS3 as an isolated structure, with properties calculated with ωB97M-V/def2-TZVPD.

CARTESIAN COORDINATES (ANGSTROEM)
1 Co 0.75262 -0.32803 0.50451
2 C -1.69726 -1.80046 1.24944
3 N -0.30101 -1.67641 1.69124
4 C 0.37961 -2.99050 1.47779
5 C 0.62185 -3.19811 -0.00781
6 N 1.37497 -2.07725 -0.60174
7 C 0.87049 -1.83882 -1.96963
8 C 2.81222 -2.33364 -0.60678
9 C 3.44837 -3.01383 -1.63919
10 C 4.80307 -3.30554 -1.55603
11 C 5.51575 -2.91332 -0.42966
12 C 4.87631 -2.21029 0.57070
13 C 3.51400 -1.91384 0.48470
14 S 2.76792 -0.98352 1.76424
15 C -0.31007 -1.29371 3.10775
16 C -0.97518 -2.09594 4.02573
17 C -1.02190 -1.73852 5.36129
18 C -0.39566 -0.57167 5.78310
19 C 0.27613 0.21968 4.87471
20 C 0.32097 -0.13044 3.52547
21 S 1.16757 0.88819 2.38980
22 H -2.17983 -2.67056 1.70371
23 H -1.72574 -1.91188 0.17404
24 H -2.24012 -0.90408 1.53788
25 H -0.25188 -3.80324 1.85034
26 H 1.31215 -2.98580 2.04882
27 H -0.32732 -3.26319 -0.53926
28 H 1.15556 -4.14473 -0.17616
29 H 0.85916 -2.75030 -2.57562
30 H 1.49348 -1.08943 -2.45078
31 H -0.15096 -1.47880 -1.90450
32 H 2.90038 -3.33737 -2.50600
33 H 5.28984 -3.83463 -2.36170
34 H 6.56761 -3.14027 -0.33880
35 H 5.42643 -1.86731 1.43792
36 H -1.45821 -3.00475 3.70419
37 H -1.53930 -2.36755 6.06677
38 H -0.43000 -0.28400 6.82243
39 H 0.77759 1.11934 5.19707
40 C 4.62183 1.07337 -0.74958
41 S 3.14622 1.63734 0.04895
42 C 2.94295 3.18418 -0.80065
43 O 2.04341 0.74940 -0.54215
44 H 5.40698 1.78792 -0.52765
45 H 4.43855 1.00918 -1.81880
46 H 4.87416 0.09719 -0.34169
47 H 3.71165 3.86304 -0.44582
48 H 1.96127 3.56778 -0.54531
49 H 3.01910 3.03329 -1.87177
50 C -3.94681 -1.41844 -3.50897
51 C -4.29722 -1.35323 -2.16958
52 C -3.52098 -0.63341 -1.27871
53 C -2.37729 0.04563 -1.70101
54 C -2.04950 -0.01734 -3.05527
55 C -2.82100 -0.74307 -3.94880
56 P -1.25938 0.93788 -0.51752
57 C -2.43060 1.63598 0.67716
58 C -3.75357 1.92267 0.33887
59 C -4.60608 2.49314 1.26786
60 C -4.14441 2.79062 2.54540
61 C -2.82652 2.52920 2.88022
62 C -1.97117 1.95629 1.95172
63 C -0.80966 2.36601 -1.56706
64 C 0.24627 2.25804 -2.46773
65 C 0.52545 3.28454 -3.35543
66 C -0.23300 4.44458 -3.34088
67 C -1.27760 4.56802 -2.43874
68 C -1.56825 3.53470 -1.56366
69 H -4.55025 -1.98166 -4.20217
70 H -5.18309 -1.85426 -1.81646
71 H -3.82520 -0.59601 -0.24094
72 H -1.19357 0.51985 -3.43310
73 H -2.54494 -0.76867 -4.99198
74 H -4.11962 1.71791 -0.65963
75 H -5.62696 2.70858 0.99290
76 H -4.81201 3.22960 3.27021
77 H -2.45562 2.76971 3.86594
78 H -0.93386 1.76337 2.22124
79 H 0.85514 1.36735 -2.47849
80 H 1.33840 3.17900 -4.05775
81 H -0.01330 5.24692 -4.02881
82 H -1.87305 5.46652 -2.41808
83 H -2.38647 3.65178 -0.86624

Results
molecular weight	701.83	g mol⁻¹
Kohn-Sham gap (spin up / spin down)	0.235 / 0.236	Eh
HOMO level (spin up / spin down)	-9.51 / -9.51	eV
2S+1	1
charge	+1
energy relative to the best compared isomer or geometry (same formula, charge and spin)	0.0	kJ/mol

Atom charges from the Mulliken analysis, given in e for atoms 1 to 4: 1.2177, -1.5453, 2.3372, -0.9798